{
  "formula": "C5H12N2O",
  "method": "the ωB97M-V functional and the def2-TZVPD basis",
  "smiles": "CC1(C)OCCN1N",
  "charge": 0,
  "symbols": ["C", "C", "C", "O", "C", "C", "N", "N", "H", "H", "H", "H", "H", "H", "H", "H", "H", "H", "H", "H"],
  "coordinates": [[-1.092, 0.246, 1.278], [-0.763, -0.239, -0.120], [-1.837, 0.059, -1.134], [-0.325, -1.550, -0.197], [1.013, -1.624, 0.222], [1.717, -0.371, -0.346], [0.680, 0.591, -0.671], [0.760, 1.850, -0.088], [-1.901, -0.366, 1.680], [-1.406, 1.286, 1.240], [-0.234, 0.164, 1.945], [-1.528, -0.311, -2.107], [-1.987, 1.132, -1.190], [-2.767, -0.426, -0.846], [1.423, -2.556, -0.168], [1.081, -1.638, 1.319], [2.436, 0.031, 0.382], [2.255, -0.625, -1.264], [1.216, 2.484, -0.739], [1.258, 1.862, 0.805]],
  "mulliken_charge": [-1.551, 1.387, -1.648, -0.478, -0.459, -0.478, -0.103, -0.559, 0.403, 0.386, 0.358, 0.394, 0.340, 0.377, 0.342, 0.268, 0.281, 0.305, 0.233, 0.202]
}



{
  "formula": "C5H12N2O",
  "method": "the ωB97M-V functional and the def2-TZVPD basis",
  "charge": 0,
  "symbols": ["C", "C", "C", "C", "N", "N", "C", "O", "H", "H", "H", "H", "H", "H", "H", "H", "H", "H", "H", "H"],
  "coordinates": [[-1.197, -1.093, -0.687], [0.447, 0.232, -2.459], [2.184, -0.061, 0.745], [-0.247, -0.191, 1.337], [-1.412, 0.207, 2.016], [-2.212, -0.225, -0.648], [0.970, 0.314, 1.532], [-0.451, -1.216, 0.418], [-0.207, -0.700, -1.886], [-1.219, 0.766, 2.836], [-2.022, -0.572, 2.231], [-2.829, -0.201, -1.442], [-2.200, 0.594, -0.044], [1.076, 1.107, 2.263], [-0.153, 0.539, -3.309], [1.434, -0.087, -2.777], [0.538, 1.054, -1.758], [2.549, 0.787, 0.159], [2.989, -0.376, 1.413], [1.963, -0.876, 0.060]],
  "mulliken_charge": [-0.512, -0.930, -1.142, 0.688, -0.601, -0.247, -0.351, -0.193, 0.405, 0.226, 0.234, 0.233, 0.213, 0.281, 0.336, 0.269, 0.183, 0.267, 0.368, 0.272]
}



{
  "formula": "C5H12N2O",
  "method": "the ωB97M-V functional and the def2-TZVPD basis",
  "charge": 0,
  "symbols": ["C", "O", "C", "C", "C", "C", "N", "N", "H", "H", "H", "H", "H", "H", "H", "H", "H", "H", "H", "H"],
  "coordinates": [[-2.389, 0.318, 0.641], [-2.393, -1.008, 0.271], [0.610, -2.085, 0.064], [0.976, -0.760, 0.665], [2.324, -0.137, 0.352], [2.322, 1.058, -0.398], [1.254, 1.446, -1.147], [-2.052, 1.332, -0.442], [-3.339, 0.750, 1.057], [-1.570, 0.439, 1.463], [1.194, -3.021, 0.357], [-0.414, -2.467, 0.361], [0.893, -1.034, 1.685], [0.328, -0.015, 0.270], [3.287, 1.469, -0.525], [1.370, 2.428, -1.330], [-1.229, 0.978, -0.922], [3.335, -0.337, 0.835], [0.553, -2.008, -1.073], [-2.742, 1.081, -1.159]],
  "mulliken_charge": [-0.218, -0.549, -1.077, 0.567, -0.310, -0.125, -0.408, -0.619, 0.320, 0.225, 0.343, 0.278, 0.344, -0.495, 0.393, 0.253, 0.258, 0.268, 0.284, 0.268]
}



{
  "formula": "C5H12N2O",
  "method": "the ωB97M-V functional and the def2-TZVPD basis",
  "charge": 0,
  "symbols": ["C", "C", "C", "O", "H", "H", "H", "H", "H", "H", "H", "H", "C", "C", "N", "N", "H", "H", "H", "H"],
  "coordinates": [[-0.958, -0.715, 0.390], [0.187, -0.250, -2.499], [-0.866, -1.082, 1.850], [0.647, -0.758, -1.396], [-1.965, -0.362, 0.137], [-0.871, -1.630, -0.188], [-0.679, -0.754, -2.971], [0.938, 0.057, -3.244], [-0.382, 0.947, -2.013], [0.089, -1.556, 2.054], [-1.665, -1.788, 2.087], [-0.994, -0.202, 2.480], [1.048, 1.212, 0.640], [2.036, 0.419, 1.040], [-0.189, 0.811, 0.116], [-0.726, 1.629, -0.760], [-1.745, 1.527, -0.705], [1.150, 2.289, 0.663], [1.997, -0.645, 0.895], [2.947, 0.851, 1.422]],
  "mulliken_charge": [-0.177, -0.514, -1.195, -0.467, 0.278, 0.353, 0.246, 0.288, 0.312, 0.290, 0.420, 0.304, 0.019, -0.788, 0.398, -0.965, 0.290, 0.387, 0.246, 0.275]
}



{
  "formula": "C5H12N2O",
  "method": "the ωB97M-V functional and the def2-TZVPD basis",
  "smiles": "CCCC(=O)C(N)N",
  "charge": 0,
  "symbols": ["C", "C", "C", "C", "O", "C", "N", "N", "H", "H", "H", "H", "H", "H", "H", "H", "H", "H", "H", "H"],
  "coordinates": [[-2.145, -1.591, -0.740], [-0.994, -1.518, 0.236], [0.334, -1.152, -0.387], [0.096, 0.383, -0.341], [-0.333, 0.980, -1.322], [0.965, 1.124, 0.708], [0.697, 2.552, 0.752], [2.355, 0.837, 0.409], [-1.963, -2.355, -1.491], [-2.239, -0.627, -1.249], [-3.079, -1.808, -0.222], [-0.921, -2.378, 0.901], [-1.131, -0.416, 0.813], [1.177, -1.422, 0.247], [0.417, -1.475, -1.423], [0.735, 0.701, 1.693], [0.753, 2.930, -0.189], [-0.243, 2.738, 1.080], [2.947, 1.347, 1.054], [2.573, 1.153, -0.531]],
  "mulliken_charge": [-1.164, -0.179, -0.586, 0.271, -0.587, -0.096, -0.697, -0.620, 0.314, 0.286, 0.334, 0.373, 0.184, 0.303, 0.410, 0.417, 0.253, 0.273, 0.267, 0.244]
}



{
  "formula": "C5H12N2O",
  "method": "the ωB97M-V functional and the def2-TZVPD basis",
  "charge": 0,
  "symbols": ["C", "C", "C", "C", "C", "H", "H", "H", "H", "H", "H", "H", "H", "H", "H", "H", "H", "N", "N", "O"],
  "coordinates": [[1.573, -1.778, 0.583], [0.943, 0.406, 0.038], [1.491, 1.872, -0.541], [-0.601, 0.355, -0.012], [-1.227, 1.324, 0.933], [0.435, -2.148, 0.886], [2.147, -1.594, 1.587], [2.099, -2.675, 0.067], [1.252, 0.503, 1.048], [2.494, 2.481, 0.360], [0.379, 2.728, -0.674], [2.138, 1.180, -1.694], [-0.707, 2.466, 0.922], [-2.285, 1.619, 0.553], [-1.375, 0.450, 1.668], [-3.138, 0.470, -0.047], [-2.815, -1.991, 0.036], [-1.179, -0.669, -0.555], [-2.467, -0.809, -0.484], [1.479, -0.778, -0.431]],
  "mulliken_charge": [-0.542, 0.116, -0.698, 0.548, -1.109, 0.203, 0.258, 0.248, 0.309, 0.210, 0.188, 0.246, 0.246, 0.134, 0.371, 0.257, 0.263, -0.053, -0.790, -0.406]
}



{
  "formula": "C5H12N2O",
  "method": "the ωB97M-V functional and the def2-TZVPD basis",
  "smiles": "CC(C)(CC=O)NN",
  "charge": 0,
  "symbols": ["C", "C", "C", "C", "C", "O", "N", "N", "H", "H", "H", "H", "H", "H", "H", "H", "H", "H", "H", "H"],
  "coordinates": [[-0.636, -0.810, 1.611], [-0.364, -0.220, 0.225], [-1.640, -0.246, -0.612], [0.752, -1.050, -0.499], [2.021, -0.249, -0.525], [2.335, 0.492, -1.418], [0.013, 1.179, 0.447], [-0.066, 1.993, -0.706], [-1.380, -0.202, 2.121], [0.271, -0.816, 2.214], [-1.008, -1.827, 1.525], [-1.985, -1.269, -0.738], [-1.457, 0.202, -1.583], [-2.410, 0.334, -0.113], [0.914, -1.994, 0.020], [0.449, -1.244, -1.528], [2.664, -0.358, 0.371], [0.926, 1.221, 0.910], [0.747, 1.905, -1.320], [-0.147, 2.958, -0.403]],
  "mulliken_charge": [-1.800, 1.574, -1.849, -0.742, -0.132, -0.519, -0.370, -0.585, 0.396, 0.404, 0.409, 0.429, 0.434, 0.437, 0.367, 0.365, 0.387, 0.337, 0.234, 0.224]
}



{
  "formula": "C5H12N2O",
  "method": "the ωB97M-V functional and the def2-TZVPD basis",
  "smiles": "N/C=N/CCCCO",
  "charge": 0,
  "symbols": ["N", "C", "N", "C", "C", "C", "C", "O", "H", "H", "H", "H", "H", "H", "H", "H", "H", "H", "H", "H"],
  "coordinates": [[0.105, -3.755, 0.704], [-0.746, -2.566, 0.797], [-0.080, -1.526, 0.985], [-0.636, -0.149, 0.937], [0.446, 0.940, 0.714], [0.761, 1.120, -0.831], [-0.252, 2.123, -1.302], [0.371, 3.313, -1.858], [1.075, -3.534, 0.387], [-0.201, -4.370, 1.435], [-1.802, -2.877, 0.712], [-1.359, -0.067, 0.134], [-1.048, 0.149, 2.007], [1.284, 0.671, 1.301], [0.020, 1.765, 1.113], [0.759, 0.082, -1.280], [1.579, 1.880, -0.822], [-1.188, 1.971, -2.021], [-0.865, 2.582, -0.541], [1.168, 3.396, -1.268]],
  "mulliken_charge": [-0.502, 0.058, -0.490, -0.545, -1.008, -0.259, -0.460, -0.532, 0.266, 0.222, 0.374, 0.366, 0.299, 0.442, 0.531, 0.292, 0.086, 0.280, 0.288, 0.292]
}



{
  "formula": "C5H12N2O",
  "method": "the ωB97M-V functional and the def2-TZVPD basis",
  "smiles": "CCO/C(N)=C(/C)N",
  "charge": 0,
  "symbols": ["C", "C", "O", "C", "N", "C", "C", "N", "H", "H", "H", "H", "H", "H", "H", "H", "H", "H", "H", "H"],
  "coordinates": [[-2.445, 0.282, -0.584], [-1.576, 1.041, 0.400], [-0.805, 0.241, 1.276], [0.160, -0.469, 0.577], [-0.233, -1.788, 0.282], [1.341, 0.064, 0.183], [2.414, -0.799, -0.423], [1.623, 1.414, 0.337], [-3.194, -0.301, -0.049], [-1.860, -0.413, -1.184], [-2.954, 0.977, -1.249], [-2.169, 1.696, 1.039], [-0.807, 1.830, -0.093], [0.522, -2.456, 0.342], [-1.009, -2.075, 0.865], [3.174, -0.186, -0.893], [2.909, -1.401, 0.340], [1.994, -1.464, -1.182], [0.688, 2.009, 0.397], [2.227, 1.799, -0.381]],
  "mulliken_charge": [-1.205, -0.111, -0.450, 0.196, -0.536, 0.666, -1.416, -0.612, 0.274, 0.339, 0.388, 0.374, 0.041, 0.228, 0.251, 0.410, 0.287, 0.351, 0.286, 0.238]
}



{
  "formula": "C5H12N2O",
  "method": "the ωB97M-V functional and the def2-TZVPD basis",
  "smiles": "C=N/C=C/CCN.O",
  "charge": 0,
  "symbols": ["C", "N", "C", "C", "C", "C", "N", "H", "H", "H", "H", "H", "H", "H", "H", "H", "H", "O", "H", "H"],
  "coordinates": [[-2.636, -1.405, -1.436], [-1.454, -1.299, -1.944], [-0.370, -0.780, -1.103], [0.020, -1.325, 0.045], [1.209, -0.798, 0.912], [1.731, 0.691, 0.825], [0.693, 1.681, 1.342], [-2.854, -0.977, -0.389], [-3.462, -1.850, -2.022], [0.452, -0.272, -1.785], [-0.558, -2.158, 0.448], [0.858, -0.775, 2.011], [2.020, -1.536, 0.873], [2.832, 0.915, 1.214], [2.061, 0.985, -0.298], [1.116, 2.445, 1.886], [0.109, 1.110, 1.952], [-0.451, 1.843, -1.236], [0.033, 1.949, -0.288], [-1.349, 1.555, -1.005]],
  "mulliken_charge": [-0.295, -0.417, -0.090, -0.239, -0.769, -0.327, -0.597, 0.252, 0.280, 0.188, 0.372, 0.261, 0.400, 0.312, 0.225, 0.201, 0.206, -0.739, 0.477, 0.299]
}



Electronic energy in hartree, matching the order above: -382.39979 -382.34764 -382.17890 -382.24462 -382.42070 -382.02594 -382.41438 -382.34890 -382.41368 -382.34720